No. 1
{"formula": "C8H13N3OS", "method": "the ωB97M-V functional and the def2-TZVPD basis", "elements": ["C", "C", "C", "C", "C", "C", "C", "C", "N", "N", "N", "O", "S", "H", "H", "H", "H", "H", "H", "H", "H", "H", "H", "H", "H", "H"], "xyz": [[4.50, 0.51, 0.63], [4.46, -0.30, -0.51], [3.23, 0.68, 1.06], [3.16, -0.67, -0.72], [-0.80, 0.85, -1.07], [-3.69, -1.09, -0.36], [-3.34, -0.36, 0.92], [-2.51, 0.86, 0.59], [-1.26, 0.57, 0.06], [2.35, -0.08, 0.25], [0.53, 0.75, -1.17], [0.20, -1.54, 0.35], [0.67, -0.14, 0.52], [5.34, 1.03, 0.99], [5.36, -0.66, -0.99], [2.96, 1.22, 1.93], [2.79, -1.31, -1.48], [-1.32, 1.40, -1.79], [-4.43, -0.37, -0.88], [-2.69, -1.30, -0.88], [-4.19, -1.96, -0.15], [-2.83, -1.12, 1.63], [-4.30, 0.04, 1.38], [-3.06, 1.44, -0.10], [-2.29, 1.43, 1.50], [1.16, 0.13, -1.72]], "mulliken_charge": [-0.48, -0.71, -0.41, -0.20, -0.18, -0.99, -0.33, -0.74, -0.05, 0.18, -0.47, -0.57, 0.43, 0.44, 0.39, 0.36, 0.47, 0.48, 0.25, 0.21, 0.37, 0.29, 0.29, 0.40, 0.27, 0.30], "spin_multiplicity": 1, "e_tot_ha": -950.19685, "molar_mass_g_mol": 199.279, "gap_ev": 9.283, "e_above_lowest_kcal_mol": 80.3}

---

No. 2
{"formula": "C8H13NO3S2", "method": "the ωB97M-V functional and the def2-TZVPD basis", "elements": ["C", "C", "C", "C", "C", "C", "C", "C", "N", "O", "O", "O", "S", "S", "H", "H", "H", "H", "H", "H", "H", "H", "H", "H", "H", "H", "H"], "xyz": [[2.06, -1.56, -1.52], [1.21, -0.93, -0.77], [-0.64, 0.37, -0.95], [2.56, -3.57, 0.66], [2.18, -2.30, 1.44], [-2.97, 3.38, -0.54], [-1.15, 1.71, -1.38], [-2.36, 2.03, -0.48], [0.95, -0.31, 2.16], [-1.29, -0.63, -0.59], [-0.14, 0.62, 2.19], [0.67, 0.29, -1.10], [2.88, -2.97, -1.11], [0.57, -1.50, 1.11], [2.29, -1.21, -2.46], [3.44, -4.11, 1.13], [1.72, -4.25, 0.49], [2.05, -2.63, 2.59], [2.98, -1.59, 1.32], [-2.52, 4.12, 0.05], [-2.94, 3.72, -1.54], [-4.04, 3.46, -0.11], [-0.33, 2.42, -1.18], [-1.35, 1.74, -2.44], [-3.28, 1.32, -0.54], [-2.00, 1.69, 0.53], [-0.55, 0.70, 3.05]], "mulliken_charge": [0.04, -0.11, 0.51, -0.47, -0.75, -1.33, -0.42, -0.02, -0.40, -0.62, -0.32, -0.37, -0.20, 0.32, 0.43, 0.35, 0.34, 0.35, 0.46, 0.36, 0.35, 0.31, 0.24, 0.33, 0.21, 0.12, 0.29], "spin_multiplicity": 1, "e_tot_ha": -1389.26938, "molar_mass_g_mol": 235.330, "gap_ev": [8.450, 8.449], "e_above_lowest_kcal_mol": 111.5}

---

No. 3
{"formula": "C8H13P", "method": "the ωB97M-V functional and the def2-TZVPD basis", "elements": ["C", "C", "C", "C", "C", "C", "C", "C", "P", "H", "H", "H", "H", "H", "H", "H", "H", "H", "H", "H", "H", "H"], "xyz": [[3.43, -0.69, -0.64], [2.22, -0.48, -0.39], [-1.44, -0.83, 0.51], [-0.05, -1.19, 0.18], [0.26, -2.71, 0.20], [-3.69, 0.43, 0.31], [-2.18, 0.19, 0.07], [0.90, -0.19, 0.06], [2.24, 3.34, 0.05], [4.43, -0.93, -0.74], [-1.87, -1.53, 1.15], [1.13, -3.02, -0.46], [-0.67, -3.19, -0.10], [0.63, -3.13, 1.14], [-4.29, -0.58, 0.09], [-3.97, 0.70, 1.34], [-3.96, 1.05, -0.46], [3.34, 2.84, -0.66], [-1.70, 0.78, -0.72], [0.71, 0.89, 0.18], [1.69, 3.57, -1.14], [2.85, 4.69, 0.03]], "mulliken_charge": [0.05, -0.39, -0.49, 0.69, -1.26, -1.10, -0.25, -0.51, -0.13, 0.44, 0.45, 0.36, 0.35, 0.31, 0.25, 0.29, 0.36, 0.05, 0.31, 0.08, 0.05, 0.09], "spin_multiplicity": 1, "smiles": "C#C/C=C(C)/C=C/C.P", "e_tot_ha": -653.80451, "molar_mass_g_mol": 140.166, "gap_ev": 8.671, "e_above_lowest_kcal_mol": 60.0}

---

No. 4
{"formula": "C8H14", "method": "the ωB97M-V functional and the def2-TZVPD basis", "elements": ["C", "C", "C", "C", "C", "C", "C", "C", "H", "H", "H", "H", "H", "H", "H", "H", "H", "H", "H", "H", "H", "H"], "xyz": [[3.22, 0.42, 0.11], [1.99, 0.15, -0.23], [0.83, 0.16, 0.48], [-0.68, 0.69, -0.80], [-0.39, -0.53, -0.02], [-1.38, 1.76, 0.01], [0.01, -1.72, -0.89], [-1.49, -0.86, 1.04], [3.86, 0.43, -0.73], [3.54, 0.63, 1.13], [1.99, -0.14, -1.29], [0.74, 0.65, 1.41], [-0.21, 1.09, -1.74], [-0.81, 2.02, 0.90], [-2.37, 1.41, 0.20], [-1.48, 2.73, -0.56], [1.03, -2.08, -0.55], [0.06, -1.47, -1.94], [-0.76, -2.51, -0.92], [-2.26, -1.37, 0.52], [-1.80, 0.13, 1.41], [-0.97, -1.32, 1.78]], "mulliken_charge": [-1.12, -0.20, -0.78, -0.39, 2.47, -1.40, -1.66, -1.97, 0.29, 0.29, 0.18, 0.45, 0.33, 0.34, 0.37, 0.34, 0.31, 0.36, 0.41, 0.42, 0.45, 0.54], "spin_multiplicity": 1, "e_tot_ha": -313.06446, "molar_mass_g_mol": 110.200, "gap_ev": [7.731, 7.734], "e_above_lowest_kcal_mol": 96.0}

---

No. 5
{"formula": "C8H14BF2INO3V", "method": "the ωB97M-V functional and the def2-TZVPD basis", "elements": ["C", "C", "C", "I", "B", "C", "C", "C", "F", "C", "O", "N", "C", "O", "F", "H", "H", "H", "H", "H", "H", "H", "H", "H", "H", "H", "H", "H", "H", "O", "V"], "xyz": [[3.82, 0.87, -0.41], [2.47, 1.47, -0.72], [1.33, 1.30, 0.29], [2.02, 0.83, 2.28], [0.09, 0.29, -0.23], [-1.36, 0.99, 0.11], [-2.55, 0.08, 0.11], [-3.76, 0.54, -0.62], [-2.98, -0.09, 1.62], [0.20, -1.06, 0.58], [-0.62, -1.20, 1.56], [1.13, -2.00, 0.36], [1.32, -2.41, -0.99], [2.34, -2.63, -1.48], [0.17, -2.58, -1.60], [4.43, 0.94, -1.30], [4.34, 1.43, 0.35], [3.76, -0.17, -0.16], [2.63, 2.53, -0.84], [2.16, 1.11, -1.69], [0.87, 2.26, 0.42], [0.25, 0.17, -1.43], [-1.32, 1.53, 1.05], [-1.57, 1.75, -0.63], [-2.29, -0.92, -0.17], [-3.73, 0.15, -1.62], [-3.81, 1.61, -0.61], [-4.64, 0.19, -0.11], [1.01, -2.81, 0.96], [-3.48, -2.52, 2.47], [-2.22, -1.66, 2.44]], "lowdin_spin": [0.00, 0.00, 0.00, 0.00, 0.00, 0.00, 0.00, 0.00, 0.02, 0.00, 0.01, 0.00, 0.00, 0.00, 0.00, 0.00, 0.00, 0.00, 0.00, 0.00, 0.00, 0.00, 0.00, 0.00, 0.00, 0.00, 0.00, 0.00, 0.00, -0.15, 1.12], "total_charge": 1, "spin_multiplicity": 2, "e_tot_ha": -2059.66622, "molar_mass_g_mol": 398.860, "gap_ev": [4.345, 4.710]}

---

No. 6
{"formula": "C8H14BF2NO3", "method": "the ωB97M-V functional and the def2-TZVPD basis", "elements": ["B", "C", "C", "C", "C", "C", "C", "C", "C", "N", "O", "O", "O", "F", "F", "H", "H", "H", "H", "H", "H", "H", "H", "H", "H", "H", "H", "H", "H"], "xyz": [[-0.24, 0.71, 0.83], [-2.47, -0.31, 0.05], [1.28, 0.17, 1.37], [-1.30, -0.35, 0.68], [1.18, -1.42, -0.57], [2.02, -0.29, 0.03], [0.45, -1.16, -1.66], [1.21, -2.78, -0.03], [0.15, 3.15, 0.38], [0.35, 3.36, -1.04], [-3.03, 0.84, -0.47], [-3.35, -1.29, 0.08], [-0.75, 2.02, 0.51], [2.21, 0.78, -0.74], [3.25, -0.82, 0.32], [1.96, 0.89, 1.74], [1.12, -0.68, 1.96], [-1.15, -1.28, 1.23], [-2.95, -2.21, 0.39], [-0.25, -1.93, -1.99], [0.22, -0.16, -2.04], [0.72, -3.40, -0.70], [0.77, -2.79, 0.85], [2.29, -3.08, 0.03], [1.04, 3.13, 0.86], [-0.31, 4.14, 0.81], [-0.51, 3.83, -1.51], [0.64, 2.48, -1.49], [-4.04, 0.79, -0.49]], "mulliken_charge": [0.05, 0.55, -1.08, -0.07, 0.63, 1.01, -0.87, -1.73, -0.41, -0.64, -0.46, -0.59, -0.46, -0.28, -0.36, 0.49, 0.42, 0.05, 0.37, 0.28, 0.31, 0.48, 0.47, 0.32, 0.39, 0.26, 0.27, 0.26, 0.36], "spin_multiplicity": 1, "smiles": "C=C(C)C(F)(F)CB(C=C(O)O)OCN", "e_tot_ha": -818.24949, "molar_mass_g_mol": 221.012, "gap_ev": 8.642}

---

No. 7
{"formula": "C8H14BN", "method": "the ωB97M-V functional and the def2-TZVPD basis", "elements": ["B", "C", "C", "C", "C", "C", "C", "C", "C", "N", "H", "H", "H", "H", "H", "H", "H", "H", "H", "H", "H", "H", "H", "H"], "xyz": [[-0.19, 0.07, -0.42], [2.53, 1.34, 1.98], [2.41, -0.01, 2.33], [1.44, 1.58, 1.06], [1.47, -0.57, 1.56], [-2.26, 1.08, -1.76], [-1.07, -2.41, -0.15], [-0.95, 1.38, -0.97], [-0.25, -1.37, -1.03], [0.88, 0.41, 0.83], [3.30, 2.13, 2.22], [3.18, -0.41, 3.01], [1.28, 2.40, 0.32], [1.15, -1.56, 1.27], [-2.60, 2.04, -2.09], [-2.28, 0.42, -2.50], [-2.72, 0.69, -0.84], [-2.21, -2.16, -0.15], [-0.81, -3.50, -0.52], [-0.76, -2.35, 0.92], [-0.21, 1.91, -1.57], [-1.25, 2.12, -0.21], [0.68, -1.91, -1.29], [-0.77, -1.33, -1.98]], "mulliken_charge": [0.26, -0.50, -0.50, -0.21, -0.58, -1.31, -0.86, -0.58, -0.60, 0.20, 0.33, 0.34, 0.27, 0.29, 0.33, 0.43, 0.29, 0.26, 0.31, 0.27, 0.41, 0.41, 0.37, 0.37], "spin_multiplicity": 1, "smiles": "CCB(CC)n1cccc1", "e_tot_ha": -392.77960, "molar_mass_g_mol": 135.019, "gap_ev": 8.184, "e_above_lowest_kcal_mol": 22.4}

---

No. 8
{"formula": "C8H14BeOP", "method": "the ωB97M-V functional and the def2-TZVPD basis", "elements": ["C", "C", "C", "C", "C", "Be", "P", "H", "H", "H", "H", "H", "H", "H", "H", "C", "C", "C", "O", "H", "H", "H", "H", "H", "H"], "xyz": [[0.16, 0.14, -2.75], [-0.90, -0.75, -3.06], [-0.73, -1.95, -2.31], [0.45, -1.84, -1.54], [1.03, -0.53, -1.78], [0.07, 0.32, -0.47], [-0.51, 2.43, -0.57], [0.35, 1.09, -3.23], [-1.69, -0.60, -3.79], [-1.37, -2.83, -2.40], [2.07, -0.26, -1.62], [0.88, -2.63, -0.92], [-1.60, 2.93, 0.22], [-0.87, 2.91, -1.86], [0.53, 3.37, -0.21], [1.24, -0.85, 3.03], [0.29, -0.25, 2.07], [-0.88, 0.51, 2.53], [0.57, -0.35, 0.82], [0.87, -0.62, 4.04], [2.23, -0.38, 2.91], [1.32, -1.94, 2.91], [-0.82, 1.56, 2.19], [-1.82, 0.05, 2.18], [-0.88, 0.50, 3.62]], "mulliken_charge": [-1.08, -0.54, -0.42, -0.97, 0.42, -0.87, 0.01, 0.62, 0.37, 0.42, 0.44, 0.41, 0.00, 0.05, -0.06, -1.13, 0.81, -0.92, -0.03, 0.36, 0.22, 0.23, 0.07, 0.21, 0.39], "total_charge": -1, "spin_multiplicity": 1, "e_tot_ha": -744.48677, "molar_mass_g_mol": 166.185, "gap_ev": [3.530, 5.083], "e_above_lowest_kcal_mol": 0.0}

---

No. 9
{"formula": "C8H14BrN2", "method": "the ωB97M-V functional and the def2-TZVPD basis", "elements": ["C", "C", "C", "N", "C", "C", "C", "Br", "H", "H", "H", "H", "H", "H", "H", "H", "H", "H", "H", "C", "C", "N", "H", "H", "H"], "xyz": [[3.42, -0.37, 0.92], [2.68, 0.49, 0.53], [1.74, 1.53, 0.21], [1.15, 2.06, 1.50], [0.04, 1.23, 2.07], [-1.20, 1.16, 1.18], [-1.79, -0.25, 1.22], [-0.73, -1.40, 0.07], [4.23, -0.92, 1.34], [2.26, 2.36, -0.27], [0.96, 1.21, -0.47], [1.92, 2.03, 2.17], [0.90, 3.04, 1.42], [-0.25, 1.68, 3.02], [0.44, 0.24, 2.27], [-1.96, 1.86, 1.53], [-1.00, 1.42, 0.14], [-2.84, -0.27, 0.94], [-1.66, -0.65, 2.22], [-1.49, -2.89, -3.23], [-1.16, -2.47, -4.58], [-0.89, -2.13, -5.64], [-1.29, -3.95, -3.10], [-0.89, -2.32, -2.52], [-2.55, -2.70, -3.03]], "mulliken_charge": [0.20, -0.67, -0.39, -0.16, -0.83, -0.66, -0.73, -0.10, 0.44, 0.43, 0.24, 0.39, 0.39, 0.37, 0.45, 0.41, 0.43, 0.44, 0.40, -0.39, 0.23, -0.32, 0.28, -0.13, 0.28], "total_charge": 1, "spin_multiplicity": 1, "e_tot_ha": -2996.41506, "molar_mass_g_mol": 218.118, "gap_ev": 10.049, "e_above_lowest_kcal_mol": 45.4}